1.
Molecular formula: C26H42Cl3N4O4SiW
Method: DFT, ωB97M-V/def2-TZVPD

CARTESIAN COORDINATES (ANGSTROEM)
C  0.828280  2.178667  -3.699790
C  0.158674  0.890327  -4.050368
H  1.619869  2.420347  -4.416732
H  1.285756  2.148625  -2.695015
H  0.105632  3.012074  -3.705678
C  0.408056  0.174919  -5.155038
C  1.309384  0.599285  -6.262977
H  -0.094825  -0.781274  -5.302616
H  1.879715  1.509268  -6.050194
H  0.731209  0.782602  -7.178806
H  2.026247  -0.195798  -6.501721
W  0.035562  0.381714  -0.003909
Cl  -2.019717  1.484066  0.049567
Cl  1.917946  1.759108  0.242357
C  -2.470512  -1.776011  -0.255354
O  -1.323337  -1.703101  0.251557
N  -3.153905  -2.929230  -0.333808
C  -2.605487  -4.182290  0.173757
C  -4.524408  -2.967645  -0.829389
H  -2.992472  -0.891150  -0.660207
H  -1.628928  -4.020884  0.639513
H  -2.510596  -4.902320  -0.651822
H  -3.309059  -4.602170  0.905495
H  -4.816054  -1.965022  -1.165165
H  -5.202626  -3.305823  -0.031116
H  -4.610752  -3.669146  -1.670995
H  2.886649  0.191736  -2.823593
H  2.098668  -2.116308  -4.014382
C  3.334761  -0.463358  -2.061873
C  2.638950  -2.565758  -3.166322
N  2.576523  -1.708093  -1.993744
H  3.329099  0.049601  -1.097664
C  1.917582  -2.093576  -0.881528
O  1.791682  -1.374255  0.142501
H  2.188509  -3.535339  -2.924146
H  1.453279  -3.094433  -0.927944
H  4.367552  -0.686704  -2.367176
H  3.684165  -2.707761  -3.475626
O  0.002637  -0.080593  -1.927291
C  -0.798253  0.376425  -2.994854
C  -1.368996  -2.093628  -3.329723
C  -1.743545  -0.752274  -3.408644
H  -0.371926  -2.345101  -2.950711
C  -2.257641  -3.087742  -3.754204
H  -1.418921  1.232483  -2.681041
C  -3.023056  -0.407736  -3.860254
H  -1.949533  -4.136221  -3.698543
C  -3.509096  -2.743319  -4.275848
C  -3.893253  -1.394760  -4.323138
H  -3.288302  0.656414  -3.873608
H  -4.182809  -3.521646  -4.650371
H  -4.865761  -1.107411  -4.728986
Si  4.767998  5.453843  1.540899
Cl  5.177757  5.820777  -0.461877
C  5.778148  3.943791  1.984148
C  2.917663  5.217348  1.605555
C  5.315779  6.953090  2.524601
H  5.523367  3.102215  1.325176
H  5.595102  3.642146  3.024595
H  6.851716  4.152939  1.869087
H  6.395149  7.127508  2.414869
H  5.098745  6.809162  3.592807
H  4.791642  7.857688  2.186711
H  2.603262  4.393362  0.949457
H  2.410350  6.134981  1.272947
H  2.587607  4.990515  2.628441
N  -0.842842  0.920146  7.171250
C  -0.516904  -0.217481  6.483842
O  -0.354052  -1.287247  7.060801
C  -0.348261  -0.064420  4.996647
C  -0.452294  1.174199  4.355307
C  -0.294700  1.258847  2.971948
N  -0.040098  0.171075  2.196375
C  0.120961  -1.027963  2.824477
C  -0.055549  -1.175822  4.196072
H  -0.993196  0.830184  8.162402
H  -1.096090  1.794991  6.742934
H  -0.664371  2.094208  4.895454
H  -0.393742  2.212363  2.456677
H  0.395512  -1.866356  2.192530
H  0.037372  -2.169706  4.623447

Cartesian forces (eV/Å) of the 3 atoms listed first:
C 0.043 0.496 -0.032
C 0.132 -0.277 0.808
H -0.211 0.059 0.354

Properties
* F_max: 6.68 eV/A
* charge: +3
* E_HOMO (spin up / spin down): -0.5729 / -0.5832 Ha
* E_tot: -89040.012 eV

Atom charges from the Mulliken analysis, given in e for atoms 1 to 8: -1.50 0.32 0.40 0.15 0.35 0.07 -1.47 0.52



2.
Molecular formula: C20H23FN4O2
Method: DFT, ωB97M-V/def2-TZVPD

CARTESIAN COORDINATES (ANGSTROEM)
O  2.010239  3.834339  -1.013799
C  1.765971  2.971532  -0.194806
N  1.565887  1.678640  -0.487634
H  1.318552  1.022308  0.249130
C  1.463495  1.172782  -1.845962
C  0.086050  0.637140  -2.058051
C  -0.216017  -0.707742  -2.040505
N  -1.559767  -0.802481  -2.203919
N  -2.128353  0.407209  -2.312229
C  -1.152130  1.282807  -2.217246
H  -1.356354  2.333600  -2.268339
C  -2.343128  -1.965951  -2.227450
C  -3.185701  -2.236672  -3.303794
C  -3.977221  -3.369986  -3.332227
C  -3.928472  -4.257645  -2.271864
C  -3.098289  -4.004785  -1.192317
C  -2.317002  -2.864119  -1.165646
H  -1.691064  -2.647261  -0.313438
H  -3.066627  -4.693421  -0.362054
H  -4.541619  -5.145238  -2.288981
H  -4.614590  -3.543770  -4.184685
F  -3.216552  -1.398375  -4.352519
C  0.775538  -1.810935  -1.969764
C  2.069816  -1.246114  -1.375935
H  2.867304  -1.985308  -1.470325
C  2.480709  0.046956  -2.083629
H  3.458449  0.373175  -1.725739
H  2.554886  -0.135289  -3.157767
H  1.914397  -1.049287  -0.314144
H  0.412183  -2.645956  -1.368903
H  0.962817  -2.190644  -2.981112
H  1.668478  2.024314  -2.504221
C  1.682297  3.270939  1.304970
H  2.511091  2.753789  1.793830
C  0.349181  2.808878  1.926014
N  0.530750  1.860500  2.999802
C  0.760424  0.551256  2.806750
O  0.782484  -0.008984  1.724859
C  1.009703  -0.092216  4.158333
C  0.560985  0.968815  5.162213
H  1.165902  0.977528  6.066179
H  -0.478247  0.798854  5.444464
C  0.679370  2.278718  4.375941
H  -0.097262  3.000429  4.639900
H  1.657426  2.753899  4.526722
H  0.474228  -1.035321  4.247386
H  2.078518  -0.303270  4.237165
H  -0.272140  2.327700  1.164466
H  -0.203176  3.661729  2.324848
H  1.826585  4.342934  1.436033

Cartesian forces (eV/Å) of the 3 atoms listed first:
O 0.031 0.400 -0.311
C 0.150 0.039 0.590
N 0.086 -0.430 -0.110

Properties
* relative energy (zero: lowest compared OMol25 entry of this formula, charge and spin): 0.00 kJ/mol
* F_max: 0.94 eV/A
* charge: 0
* E_HOMO: -0.3125 Ha
* structure (SMILES): O=C(CCN1CCCC1=O)N[C@H]1CCCc2c1cnn2-c1ccccc1F
* E_tot: -33887.546 eV

Atom charges from the Mulliken analysis, given in e for atoms 1 to 8: -0.71 0.68 0.40 0.16 -0.68 0.44 0.17 0.95